{
  "formula": "CH9N4P",
  "method": "the ωB97M-V functional and the def2-TZVPD basis",
  "elements": ["C", "N", "P", "N", "N", "N", "H", "H", "H", "H", "H", "H", "H", "H", "H"],
  "positions_angstrom": [[-1.9320, -1.1886, -0.3551], [-1.4142, 0.1290, -0.5368], [0.3683, 0.3976, -0.0357], [0.8962, 1.8431, -0.6717], [1.4378, -0.8328, -0.4480], [0.8193, 0.5148, 1.6081], [-2.8539, -1.1957, -0.9477], [-2.2128, -1.4162, 0.6868], [-1.2917, -1.9994, -0.7260], [1.3704, 2.4074, 0.0239], [0.1309, 2.3474, -1.0938], [1.3268, -1.1256, -1.4096], [2.4056, -0.6318, -0.2292], [0.2061, 1.1522, 2.0968], [0.7432, -0.4013, 2.0382]],
  "lowdin_charge": [-0.3724, -0.2943, 0.6040, -0.1014, -0.1133, -0.1188, 0.0543, 0.0464, 0.0405, 0.0426, 0.0398, 0.0474, 0.0447, 0.0404, 0.0400],
  "e_above_lowest_kcal_mol": 10.3,
  "energy_ev": -16432.16257,
  "smiles": "CN=P(N)(N)N",
  "spin_multiplicity": 1,
  "largest_force_ev_per_a": 6.643
}